--- a ---
The molecule CH3NOS2. Source: OMol25; level of theory: wB97M-V/def2-TZVPD.

```
8
Properties=species:S:1:pos:R:3:nbo_charge:R:1
C 1.52 -0.18 -0.27 0.0308
N 0.27 -0.81 0.61 -0.6697
S -1.07 0.11 0.19 1.5217
O -0.78 0.97 -0.94 -0.9557
S -2.60 -1.11 0.14 -0.4052
H 2.40 -0.82 -0.26 0.2048
H 1.42 0.88 -0.69 0.2399
H -1.16 0.99 1.22 0.0334
```

## Properties
Multiplicity: 1
Highest occupied orbital energy (alpha / beta) in eV: -9.40 / -9.40
SMILES string: C=N[S@@H](=O)=S
Kohn-Sham gap (alpha / beta) in eV: 7.418 / 7.394



--- b ---
The molecule CH3NOS2. Source: OMol25; level of theory: wB97M-V/def2-TZVPD.

```
8
Properties=species:S:1:pos:R:3:nbo_charge:R:1
C -1.11 1.04 0.49 -0.7738
N 0.66 -0.69 -0.34 -0.8983
O 2.55 -2.37 -0.23 -0.8353
S -0.44 0.22 -1.02 0.5830
S 1.77 -1.66 -1.23 1.1933
H -0.05 1.37 0.81 0.2480
H -1.41 0.37 1.30 0.2363
H -1.97 1.72 0.22 0.2469
```

## Properties
Multiplicity: 1
Highest occupied orbital energy (alpha / beta) in eV: -8.52 / -8.43
Kohn-Sham gap (alpha / beta) in eV: 7.645 / 7.603



Verdict on stability: b comes out on top.



--- a ---
The ion CH3N4S with charge -1. Source: OMol25; level of theory: wB97M-V/def2-TZVPD.

```
9
Properties=species:S:1:pos:R:3:nbo_charge:R:1
S 3.94 0.11 0.03 -0.2628
N 2.33 -0.06 -0.03 -0.0727
N 1.52 0.92 -0.07 -0.3195
C 0.20 0.32 -0.27 -0.1097
N 0.32 -1.04 0.08 -0.5285
N 1.71 -1.36 -0.13 -0.3234
H -0.45 0.88 0.24 0.1714
H 0.05 0.37 -1.34 0.1319
H -0.18 -1.20 0.97 0.3134
```

## Properties
Multiplicity: 1
Charge: -1
Highest occupied orbital energy (alpha / beta) in eV: -2.83 / -2.83
SMILES string: S=[N+]1[N-]CN[N-]1
Kohn-Sham gap (alpha / beta) in eV: 7.069 / 7.068



--- b ---
The ion CH3N4S with charge -1. Source: OMol25; level of theory: wB97M-V/def2-TZVPD.

```
9
Properties=species:S:1:pos:R:3:nbo_charge:R:1
S 0.58 -1.96 -2.12 -0.2501
N 0.31 -0.88 -0.91 -0.1060
N -0.78 -0.75 -0.29 -0.3105
C -0.60 0.20 0.77 -0.1056
N 0.57 0.98 0.33 -0.5391
N 1.37 0.25 -0.50 -0.3392
H -1.61 0.64 1.00 0.1798
H -0.35 -0.44 1.57 0.1387
H 0.51 1.98 0.15 0.3320
```

## Properties
Multiplicity: 1
Charge: -1
Highest occupied orbital energy (alpha / beta) in eV: -2.07 / -2.06
SMILES string: S=[N+]1[N-]CN[N-]1
Kohn-Sham gap (alpha / beta) in eV: 6.289 / 6.285



Verdict on stability: a comes out on top.